Entry 1:
This record from the Open Molecules 2025 dataset describes a 6-piece molecular cluster, C35H25F4N2O24P overall at a distorted geometry. The level of theory is ωB97M-V/def2-TZVPD.

XYZ file:
```
91
Properties=species:S:1:pos:R:3
N -2.17354 6.79724 -7.45937
P -3.50644 6.19918 -6.43070
O -4.12679 4.71418 -7.17523
C -2.91229 5.67176 -4.69516
O -3.85485 5.68502 -3.71140
O -1.55472 5.27500 -4.30178
C -1.24002 3.88322 -4.65362
N -1.47722 3.55712 -6.14413
C -0.22544 3.37176 -6.74208
O 0.98368 2.90805 -7.16304
C -1.90217 2.74551 -3.67656
F -1.28592 2.90722 -2.32954
F -3.38105 2.73344 -3.62756
C -1.45807 1.21741 -4.19130
F -1.81326 0.30409 -3.04494
F -2.37987 0.78621 -5.30777
H -2.34351 7.83747 -7.59417
H -2.38368 6.39005 -8.41806
H -5.09326 4.58383 -6.94547
H -0.05849 3.77515 -4.52170
H -0.33050 1.16197 -4.49396
O 1.59887 -2.88198 -3.05772
C 1.87703 -2.16477 -2.10312
C 2.20572 -2.71353 -0.77819
C 2.48776 -1.90426 0.24464
O 2.80018 -2.41334 1.49180
C 2.47722 -0.42417 0.08538
O 2.72261 0.29423 1.04862
C 2.17230 0.12425 -1.24509
C 1.89361 -0.68495 -2.26892
O 1.60862 -0.17687 -3.52302
H 2.20752 -3.79115 -0.67595
H 2.96274 -1.62924 2.06036
H 2.18566 1.20172 -1.35100
H 1.44018 -0.96076 -4.08996
O 1.26491 -5.71524 -1.10203
C 0.06990 -5.96044 -1.22387
C -0.66768 -6.77695 -0.24720
C -1.96485 -7.03912 -0.41824
O -2.66479 -7.80353 0.49716
C -2.70942 -6.52108 -1.59866
O -3.89689 -6.79422 -1.73815
C -1.97813 -5.68463 -2.56273
C -0.68175 -5.41946 -2.39006
O 0.01166 -4.63186 -3.29060
H -0.11357 -7.14899 0.60502
H -3.58234 -7.85074 0.15020
H -2.53618 -5.29977 -3.40699
H 0.93052 -4.58971 -2.94679
O -1.47420 -6.45231 2.79181
C -2.32841 -5.95126 3.51450
C -2.03289 -4.82702 4.41636
C -2.98196 -4.31539 5.20259
O -2.71178 -3.25703 6.05056
C -4.36666 -4.86194 5.19924
O -5.21285 -4.38275 5.94657
C -4.66859 -5.97011 4.28017
C -3.72051 -6.47961 3.49133
O -3.99744 -7.51952 2.62299
H -1.02163 -4.44094 4.41029
H -3.55792 -3.07072 6.51300
H -5.68397 -6.34601 4.27516
H -3.14986 -7.70971 2.16504
O 3.77285 7.27939 2.06573
C 3.21971 6.45575 1.34555
C 2.02123 6.78154 0.55681
C 1.43336 5.85669 -0.20458
O 0.30833 6.15681 -0.95053
C 1.96304 4.46757 -0.28152
O 1.39023 3.63446 -0.97576
C 3.17528 4.14799 0.48804
C 3.76532 5.07366 1.24680
O 4.90654 4.78140 1.97091
H 1.64554 7.79451 0.62382
H 0.07230 5.32341 -1.41339
H 3.55987 3.13897 0.40885
H 5.13898 5.61309 2.43840
O 2.33402 -0.02058 3.54414
C 2.61218 0.69662 4.49874
C 2.94087 0.14787 5.82366
C 3.22291 0.95713 6.84649
O 3.53533 0.44805 8.09366
C 3.21237 2.43722 6.68723
O 3.45776 3.15563 7.65048
C 2.90744 2.98565 5.35677
C 2.62876 2.17644 4.33293
O 2.34376 2.68453 3.07884
H 2.94267 -0.92976 5.92591
H 3.69789 1.23216 8.66222
H 2.92081 4.06311 5.25086
H 2.17533 1.90063 2.51190
```

## Properties
HOMO-LUMO gap: 7.36 eV
SMILES: NP(O)C(=O)O[C@H](N=C=O)C(F)(F)C(F)F.O=C1C=C(O)C(=O)C=C1O.O=C1C=C(O)C(=O)C=C1O.O=C1C=C(O)C(=O)C=C1O.O=C1C=C(O)C(=O)C=C1O.O=C1C=C(O)C(=O)C=C1O
LUMO energy: -1.862 eV


Entry 2:
This record from the Open Molecules 2025 dataset describes a 4-piece molecular cluster, C36H54F5N4O18PS overall at a distorted geometry. The level of theory is ωB97M-V/def2-TZVPD.

XYZ file:
```
119
Properties=species:S:1:pos:R:3
H 1.39315 1.68886 5.64387
N 1.37340 1.22128 6.55301
C 1.38048 -0.02471 6.36245
N 1.33122 -0.87067 7.53553
N 1.41421 -0.62679 5.05535
C 0.04582 -0.90491 4.54082
C 0.00511 -0.60020 3.01159
C -1.26474 0.23210 2.73272
C -1.38600 0.81429 1.29555
C -0.06482 0.83761 0.52822
C 0.17790 -0.02502 -0.53690
C -0.91517 -1.02221 -0.88779
F -0.55543 -1.99333 -1.73800
F -1.29307 -1.68086 0.24877
C -2.25579 -0.37479 -1.46405
F -2.49010 -0.90003 -2.68682
F -3.31158 -0.75637 -0.72473
C 1.38361 0.06736 -1.22936
C 1.77118 -0.76846 -2.43583
C 1.33657 -0.18151 -3.80670
C -0.08333 0.39805 -3.89336
C -0.06164 1.56743 -4.91706
C 0.67785 2.80566 -4.37985
C -0.02999 3.46805 -3.20985
O 0.66636 4.69942 -2.93187
C -0.09319 5.60392 -2.24957
O -1.21597 5.92532 -2.56840
C 0.51933 6.26519 -1.04084
C 1.02930 7.48697 -1.03033
C 2.33019 0.97657 -0.81787
C 2.07953 1.78955 0.26701
C 0.88727 1.76045 0.93953
S 0.72878 2.89389 2.30009
O 1.71742 2.55314 3.24815
O -0.59300 3.09872 2.75217
F 1.17932 4.24739 1.64913
C 3.34277 2.62888 0.47188
O 3.59598 3.57811 1.15395
N 4.36308 2.01890 -0.36547
P 5.27072 0.84864 0.51146
O 4.98437 0.88389 1.93768
O 6.79413 1.10774 0.14422
O 4.93462 -0.60901 -0.08127
C 3.70082 1.25148 -1.41147
O 4.18142 0.98007 -2.47630
H 0.34738 -1.07459 7.68423
H 1.82957 -1.73710 7.36406
H 1.92542 -1.49662 5.17099
H -0.61485 -0.22265 5.08225
H -0.28887 -1.92379 4.76352
H 0.93845 -0.07680 2.80843
H -0.01023 -1.57123 2.51060
H -2.10430 -0.45911 2.86323
H -1.36498 0.97573 3.51952
H -2.14749 0.24209 0.78305
H -1.73874 1.84725 1.28393
H -2.20030 0.71087 -1.56433
H 2.86183 -0.75916 -2.47887
H 1.52930 -1.82155 -2.32507
H 2.07474 0.53715 -4.16395
H 1.38064 -1.01896 -4.50947
H -0.45314 0.83604 -2.96815
H -0.73486 -0.35753 -4.32446
H 0.38454 1.24907 -5.86212
H -1.09639 1.86388 -5.12650
H 0.68352 3.53652 -5.19719
H 1.72893 2.59643 -4.16696
H 0.08179 2.84538 -2.30843
H -1.08867 3.62301 -3.42279
H 0.49697 5.68582 -0.12127
H 1.04717 8.03696 -0.09586
H 1.47260 7.94825 -1.90633
H 7.16953 0.27812 -0.18124
H 4.83240 -1.20782 0.67065
C 5.25397 3.75608 3.58330
C 5.86845 4.84770 4.43342
O 6.18767 4.37720 5.75357
C 7.30214 3.66115 5.85271
O 8.06101 3.39259 4.95796
O 7.43393 3.27524 7.12567
C 8.55334 2.42393 7.36262
H 4.39454 3.31303 4.08939
H 4.93673 4.15478 2.63115
H 5.96769 2.95354 3.40017
H 5.15112 5.65603 4.56950
H 6.75317 5.27468 3.95997
H 9.47282 2.86730 6.98527
H 8.38679 1.44952 6.90435
H 8.63744 2.29873 8.43908
C -5.20630 -2.56948 -1.54137
C -5.92557 -3.42518 -0.52224
O -7.28535 -2.99744 -0.35427
C -8.13089 -3.38849 -1.30601
O -7.86158 -4.06671 -2.26342
O -9.33133 -2.88081 -1.02554
C -10.32604 -3.15123 -2.01478
H -5.29195 -1.51868 -1.28626
H -4.15383 -2.83694 -1.59409
H -5.64196 -2.69410 -2.53393
H -5.45018 -3.31808 0.45173
H -5.88627 -4.48283 -0.78563
H -10.38695 -4.21573 -2.23113
H -10.11171 -2.59104 -2.92408
H -11.27775 -2.81797 -1.60994
C -5.40486 -4.89871 -4.42712
C -3.90784 -4.72488 -4.27338
O -3.33264 -5.82440 -3.55119
C -3.14537 -6.93760 -4.25676
O -3.39478 -7.09112 -5.42304
O -2.64130 -7.86511 -3.43911
C -2.46563 -9.14501 -4.04791
H -5.87279 -5.06264 -3.45666
H -5.85012 -4.01684 -4.88843
H -5.63780 -5.76458 -5.04691
H -3.70545 -3.82972 -3.68769
H -3.41439 -4.59840 -5.23743
H -1.88671 -9.06833 -4.96596
H -3.43455 -9.60080 -4.24784
H -1.92294 -9.76435 -3.33868
```

## Properties
HOMO-LUMO gap: 7.80 eV
SMILES: [H]/N=C(/N)NCCCCc1c(C(F)(F)C(F)F)c(CCCCCCOC(=O)C=C)c2c(c1S(=O)(=O)F)C(=O)N(P(=O)(O)O)C2=O.CCOC(=O)OC.CCOC(=O)OC.CCOC(=O)OC
LUMO energy: -1.536 eV


Entry 3:
This record from the Open Molecules 2025 dataset describes a 2-piece molecular cluster, C16H13N6O7 overall at a distorted geometry. The level of theory is ωB97M-V/def2-TZVPD.

XYZ file:
```
42
Properties=species:S:1:pos:R:3
C 3.85611 -1.83678 1.79783
C 3.08748 -0.55950 1.59492
O 1.75779 -0.89621 1.15637
C 0.89161 0.16761 1.27478
C -0.44662 -0.24590 0.93319
C -1.57559 0.56104 1.25089
C -2.91269 -0.11626 1.43439
C -3.11096 -1.50274 1.48366
C -4.38819 -2.04290 1.67825
C -5.49155 -1.19324 1.84772
C -5.30819 0.19703 1.79398
C -4.03407 0.71976 1.59215
O -1.51678 1.81061 1.31740
O 1.30897 1.27261 1.60861
H 4.91107 -1.58272 1.92816
H 3.51219 -2.35360 2.70230
H 3.74699 -2.50974 0.94169
H 3.04072 0.01404 2.52989
H 3.56636 0.05383 0.81765
H -0.57096 -1.27757 0.60979
H -2.24211 -2.15327 1.38225
H -4.51132 -3.12612 1.71198
H -6.48108 -1.60921 2.02726
H -6.14788 0.88098 1.92037
H -3.88703 1.79704 1.56088
O 4.68707 0.33119 -3.28359
N 3.53067 0.03796 -3.62596
O 3.27948 -0.72085 -4.59120
C 2.37634 0.55672 -2.88728
C 1.09874 0.06926 -3.11416
C 0.02321 0.50163 -2.31048
N -1.33422 0.07079 -2.49289
O -1.67110 -0.69348 -3.41366
O -2.15136 0.53125 -1.65514
C 0.23735 1.36954 -1.25122
N 1.44462 2.01040 -1.22758
N 1.79776 3.05694 -0.42774
N 3.06340 3.27176 -0.64009
N 3.58459 2.41492 -1.55915
C 2.56687 1.62016 -1.94064
H 0.92262 -0.64303 -3.91015
H -0.51028 1.74601 -0.56540
```

## Properties
HOMO-LUMO gap: 5.64 eV
Charge: -1
LUMO energy: 1.007 eV


Entry 4:
This record from the Open Molecules 2025 dataset describes one molecule with the formula C5H8O2. The level of theory is ωB97M-V/def2-TZVPD.

XYZ file:
```
15
Properties=species:S:1:pos:R:3
O 0.79455 -1.45110 -2.25737
C 0.18180 -0.84430 -1.42171
C -0.60067 -1.25113 -0.17054
C -0.74012 0.25887 0.17162
C 0.16117 0.64452 1.33558
O 1.39658 -0.02998 1.13365
C -0.09160 0.64455 -1.18485
H -0.01248 -1.82303 0.55085
H -1.53500 -1.77698 -0.38553
H -1.76396 0.61484 0.32601
H -0.26221 0.35090 2.30655
H 0.30028 1.73361 1.37044
H 2.12938 0.57775 1.25349
H 0.80643 1.26445 -1.10125
H -0.76416 1.08703 -1.92694
```

## Properties
HOMO-LUMO gap: 10.07 eV
SMILES: O=C1CC(CO)C1
LUMO energy: 0.719 eV